1.
DFT (ωB97M-V/def2-TZVPD) results for a cluster of 3 separate species, C30H62ClF5N2O12PS in total.

Geometry as ORCA input:
```
! wB97M-V def2-TZVPD RIJCOSX def2/J DEFGRID3
* xyz 1 1
C 2.787 -2.535 0.188
C 2.526 -1.592 -0.976
N 1.486 -0.535 -0.857
C 0.393 -0.761 0.118
O -0.236 -2.024 -0.071
C 0.892 -0.690 1.601
C 0.611 -1.879 2.552
C -0.454 -1.635 3.626
Cl 2.146 -2.233 3.479
C -0.752 0.290 -0.031
O -0.251 1.506 0.424
P -2.119 -0.046 1.267
C -3.147 1.451 0.918
O -3.097 -1.260 0.776
N -1.170 0.487 -1.520
C -2.462 -0.113 -1.940
O -2.277 -1.479 -2.049
C -3.339 -2.122 -2.755
C -0.156 0.201 -2.598
C -0.501 1.078 -3.832
C -1.137 0.285 -4.997
C -0.216 -0.146 -6.137
O 0.005 -1.544 -6.013
C 1.162 -2.052 -6.670
C 1.296 0.233 -2.070
C 2.139 -0.266 -3.286
C 3.674 -0.192 -3.344
C 4.179 -0.105 -4.794
C 3.860 1.190 -5.525
O 3.983 0.908 -6.927
S 1.699 2.101 -1.956
O 2.516 2.483 -3.080
O 0.452 2.821 -1.771
C 2.722 2.487 -0.408
F 2.461 3.786 -0.203
F 2.327 1.784 0.648
C 4.260 2.316 -0.529
F 4.546 1.017 -0.519
F 4.823 2.887 0.513
F 4.733 2.851 -1.634
H 3.482 -3.285 -0.203
H 1.910 -3.067 0.538
H 3.301 -2.046 1.008
H 3.474 -1.078 -1.122
H 2.335 -2.218 -1.852
H -0.298 -2.233 -1.009
H 0.520 0.213 2.075
H 1.969 -0.562 1.551
H 0.387 -2.800 2.028
H -0.492 -0.583 3.907
H -1.433 -1.949 3.256
H -0.237 -2.255 4.494
H -0.913 2.208 0.437
H -4.195 1.180 1.043
H -3.008 1.885 -0.079
H -2.881 2.228 1.637
H -3.821 -1.007 0.195
H -1.298 1.502 -1.599
H -2.748 0.336 -2.901
H -3.241 0.156 -1.222
H -3.256 -3.187 -2.553
H -4.315 -1.769 -2.407
H -3.261 -1.930 -3.829
H -0.291 -0.835 -2.918
H -1.214 1.856 -3.545
H 0.370 1.624 -4.188
H -1.938 0.899 -5.418
H -1.624 -0.623 -4.625
H 0.735 0.398 -6.137
H -0.714 0.049 -7.093
H 0.867 -2.896 -7.297
H 1.868 -2.426 -5.923
H 1.645 -1.296 -7.292
H 1.826 -1.299 -3.470
H 1.794 0.293 -4.149
H 4.126 -1.088 -2.918
H 4.084 0.653 -2.794
H 3.839 -0.963 -5.377
H 5.269 -0.188 -4.742
H 4.586 1.955 -5.241
H 2.847 1.549 -5.322
H 3.832 1.720 -7.421
C 1.007 -6.188 8.814
O 2.051 -6.388 7.879
C 1.614 -6.423 6.533
C 1.898 -5.124 5.817
O 1.126 -4.051 6.336
C 1.853 -3.194 7.196
H 1.471 -6.024 9.785
H 0.397 -5.318 8.557
H 0.364 -7.072 8.877
H 0.545 -6.651 6.481
H 2.157 -7.229 6.030
H 1.633 -5.231 4.760
H 2.966 -4.892 5.874
H 2.583 -2.603 6.631
H 2.372 -3.754 7.977
H 1.137 -2.517 7.659
C -6.447 7.231 2.484
O -5.050 7.326 2.699
C -4.546 6.383 3.627
C -3.837 5.246 2.929
O -4.733 4.454 2.158
C -4.695 4.743 0.777
H -6.690 7.887 1.651
H -6.749 6.209 2.236
H -7.002 7.563 3.367
H -5.350 5.992 4.258
H -3.829 6.899 4.272
H -3.382 4.594 3.681
H -3.040 5.646 2.294
H -3.753 4.388 0.335
H -4.798 5.810 0.572
H -5.524 4.214 0.309
*
```

Summary:
Electronic energy in a.u.: -3891.31176
Frontier orbital gap in eV: 8.01

These are the Löwdin partial charges, in e, on atoms 1 to 2: -0.066 -0.184

2.
DFT (ωB97M-V/def2-TZVPD) results for a cluster of 3 separate species, C30H62O11P2Si2 in total in a non-equilibrium geometry.

Geometry as ORCA input:
```
! wB97M-V def2-TZVPD RIJCOSX def2/J DEFGRID3
* xyz 0 1
C -5.927 -5.399 -4.070
O -5.620 -4.039 -3.846
C -6.727 -3.162 -3.777
C -7.109 -2.815 -2.332
C -6.552 -1.473 -1.814
C -5.563 -1.607 -0.638
C -5.730 -0.507 0.450
Si -4.286 0.713 0.494
C -3.518 0.934 2.193
C -3.398 -0.355 3.011
C -2.532 -1.454 2.370
C -1.185 -1.742 3.055
C 0.028 -1.209 2.285
C 0.159 0.325 2.397
C 1.349 0.762 3.243
C 2.682 0.784 2.482
Si 3.004 2.316 1.432
C 3.169 3.883 2.464
C 1.613 2.601 0.189
C 4.562 1.991 0.408
C 4.955 2.966 -0.523
C 6.082 2.771 -1.322
C 6.831 1.596 -1.196
C 6.460 0.619 -0.274
C 5.331 0.819 0.527
C -4.900 2.435 -0.075
C -4.126 2.943 -1.244
O -3.119 3.551 -1.145
O -4.595 2.600 -2.463
H -6.981 -5.619 -3.909
H -5.359 -6.012 -3.374
H -5.658 -5.685 -5.085
H -6.442 -2.257 -4.311
H -7.590 -3.571 -4.304
H -6.737 -3.627 -1.711
H -8.193 -2.833 -2.258
H -7.396 -0.853 -1.523
H -6.064 -0.980 -2.652
H -4.564 -1.576 -1.059
H -5.728 -2.574 -0.180
H -5.925 -0.970 1.412
H -6.611 0.073 0.185
H -3.250 0.234 -0.454
H -4.156 1.630 2.742
H -2.563 1.438 2.059
H -4.393 -0.726 3.237
H -2.961 -0.103 3.976
H -3.097 -2.382 2.440
H -2.373 -1.281 1.307
H -1.175 -1.346 4.070
H -1.083 -2.822 3.141
H 0.937 -1.699 2.624
H -0.132 -1.468 1.240
H 0.185 0.754 1.400
H -0.742 0.706 2.872
H 1.151 1.736 3.688
H 1.440 0.052 4.064
H 3.490 0.697 3.211
H 2.777 -0.090 1.837
H 2.676 4.694 1.936
H 2.637 3.742 3.405
H 4.192 4.152 2.701
H 1.925 3.377 -0.506
H 0.681 2.872 0.672
H 1.485 1.684 -0.380
H 4.388 3.879 -0.637
H 6.383 3.513 -2.046
H 7.705 1.438 -1.809
H 7.019 -0.298 -0.159
H 5.034 0.077 1.252
H -5.973 2.410 -0.259
H -4.716 3.130 0.736
H -5.445 2.162 -2.350
C -1.165 -7.157 5.146
O -1.752 -6.771 3.898
P -3.070 -5.876 3.889
O -3.084 -4.789 4.861
O -4.282 -6.904 4.012
C -4.632 -7.417 5.301
O -3.164 -5.428 2.390
C -3.165 -6.392 1.325
H -0.127 -6.833 5.152
H -1.679 -6.701 5.992
H -1.205 -8.242 5.233
H -4.491 -6.659 6.073
H -4.031 -8.299 5.528
H -5.680 -7.700 5.267
H -3.061 -7.409 1.697
H -2.335 -6.165 0.660
H -4.103 -6.302 0.781
C 10.654 5.760 -6.285
O 10.122 6.489 -5.173
P 8.895 5.888 -4.351
O 8.971 4.455 -4.089
O 7.590 6.359 -5.137
C 7.178 5.636 -6.300
O 8.860 6.800 -3.078
C 8.776 8.230 -3.193
H 11.719 5.609 -6.119
H 10.176 4.787 -6.396
H 10.510 6.347 -7.191
H 7.380 4.571 -6.188
H 7.690 6.024 -7.182
H 6.108 5.786 -6.416
H 8.776 8.555 -4.231
H 9.631 8.663 -2.680
H 7.857 8.558 -2.713
*
```

Summary:
Structure (SMILES): COCCCCC[Si@H](CCCCCCCC[Si](C)(C)c1ccccc1)CC(=O)O.COP(=O)(OC)OC.COP(=O)(OC)OC
Electronic energy in a.u.: -3269.82586
Frontier orbital gap in eV: 9.28

These are the Löwdin partial charges, in e, on atoms 1 to 2: -0.110 -0.188

3.
DFT (ωB97M-V/def2-TZVPD) results for a cluster of 5 separate species, C30H63N2O14P2 in total in a non-equilibrium geometry.

Geometry as ORCA input:
```
! wB97M-V def2-TZVPD RIJCOSX def2/J DEFGRID3
* xyz 1 1
C 1.784 -3.541 -2.270
N 0.882 -4.426 -1.515
C 1.584 -5.602 -0.924
C 0.179 -3.718 -0.473
O 0.739 -3.131 0.410
C -1.372 -3.816 -0.569
C -1.786 -3.426 -1.989
N -1.889 -4.425 -2.883
C -2.238 -4.223 -4.150
C -2.345 -5.463 -5.024
C -3.842 -5.939 -4.960
C -4.336 -6.177 -3.516
O -5.677 -6.661 -3.580
C -2.491 -2.947 -4.647
P -2.931 -2.501 -6.410
O -3.692 -3.762 -7.114
O -1.494 -2.394 -7.247
C -2.401 -1.888 -3.731
C -2.690 -0.458 -4.144
O -3.802 -0.130 -4.375
O -1.704 0.453 -4.249
O -0.466 -0.209 -4.119
C -2.048 -2.135 -2.381
C -1.957 -1.026 -1.333
P -3.656 -0.883 -0.581
O -4.589 -1.154 -1.687
O -3.918 0.575 0.001
O -3.943 -1.983 0.576
H 2.594 -3.165 -1.620
H 2.239 -4.130 -3.080
H 1.186 -2.713 -2.685
H 2.661 -5.492 -1.114
H 1.378 -5.732 0.147
H 1.233 -6.499 -1.460
H -1.812 -3.168 0.193
H -1.625 -4.874 -0.381
H -1.687 -5.362 -2.551
H -2.021 -5.284 -6.055
H -1.726 -6.260 -4.578
H -4.003 -6.831 -5.583
H -4.488 -5.139 -5.354
H -4.392 -5.230 -2.944
H -3.678 -6.860 -2.944
H -6.220 -6.062 -3.060
H -4.430 -3.447 -7.651
H -1.015 -1.658 -6.831
H 0.092 0.347 -3.509
H -1.727 -0.073 -1.828
H -1.206 -1.282 -0.572
H -4.851 0.777 -0.197
H -4.172 -2.802 0.114
C 1.543 0.332 0.652
C 1.887 0.473 -0.815
O 1.083 1.442 -1.485
C 1.172 2.785 -0.996
C 2.565 3.376 -1.090
H 0.479 0.127 0.780
H 2.113 -0.479 1.106
H 1.767 1.248 1.200
H 1.705 -0.479 -1.317
H 2.947 0.697 -0.953
H 0.791 2.841 0.027
H 0.493 3.378 -1.611
H 3.269 2.852 -0.441
H 2.553 4.424 -0.792
H 2.945 3.304 -2.110
C -5.247 2.275 4.409
C -4.859 2.529 2.963
O -5.942 2.410 2.054
C -7.028 3.303 2.249
C -6.644 4.767 2.125
H -5.742 1.308 4.508
H -4.362 2.286 5.047
H -5.936 3.035 4.781
H -4.125 1.781 2.658
H -4.374 3.505 2.852
H -7.514 3.107 3.211
H -7.759 3.063 1.477
H -5.957 5.074 2.917
H -7.531 5.398 2.190
H -6.148 4.955 1.171
C 4.380 4.845 3.711
C 4.721 5.003 2.239
O 3.924 5.968 1.573
C 4.010 7.298 2.061
C 5.405 7.892 1.972
H 3.316 4.636 3.838
H 4.956 4.027 4.146
H 4.604 5.750 4.276
H 4.537 4.054 1.731
H 5.784 5.227 2.104
H 3.626 7.353 3.085
H 3.333 7.890 1.443
H 6.109 7.370 2.622
H 5.389 8.940 2.270
H 5.787 7.822 0.952
C 4.398 0.832 4.028
C 5.810 0.555 3.540
O 6.815 1.035 4.410
C 6.824 0.492 5.720
C 7.036 -1.012 5.756
H 4.268 1.895 4.236
H 3.668 0.528 3.274
H 4.175 0.290 4.948
H 5.964 1.069 2.589
H 5.954 -0.513 3.343
H 5.908 0.770 6.254
H 7.647 0.978 6.243
H 6.203 -1.549 5.297
H 7.128 -1.356 6.787
H 7.942 -1.284 5.213
*
```

Summary:
Electronic energy in a.u.: -3026.18981
Frontier orbital gap in eV: 7.01

These are the Löwdin partial charges, in e, on atoms 1 to 2: -0.061 -0.201

4.
DFT (ωB97M-V/def2-TZVPD) results for a cluster of 4 separate species, C30H64F3N4O6P3 in total in a non-equilibrium geometry.

Geometry as ORCA input:
```
! wB97M-V def2-TZVPD RIJCOSX def2/J DEFGRID3
* xyz 1 4
N -4.885 -1.469 1.721
P -3.732 -0.131 1.453
O -2.181 -0.833 1.338
P -3.952 1.165 3.215
C -3.271 0.509 4.848
C -2.101 -0.558 4.737
C -0.651 0.116 4.636
F 0.223 -0.814 5.236
F -0.551 1.299 5.362
F -0.201 0.258 3.332
P -3.215 3.209 2.691
O -1.531 3.291 2.901
O -4.058 4.197 3.792
H -4.325 -2.330 1.722
H -5.407 -1.334 2.593
H -2.248 -1.739 1.708
H -5.375 1.343 3.413
H -3.007 1.406 5.506
H -4.135 -0.005 5.396
H -2.079 -1.114 5.736
H -2.263 -1.355 3.954
H -1.401 3.396 3.877
H -3.489 4.888 4.187
C -10.830 -4.368 -0.654
C -10.025 -3.253 0.076
C -10.180 -1.907 -0.667
C -9.393 -1.835 -1.971
C -7.931 -2.191 -1.737
C -7.754 -3.549 -1.033
N -8.597 -3.671 0.204
O -8.036 -2.906 1.167
C -8.096 -4.678 -2.035
C -6.253 -3.778 -0.740
C -10.738 -3.119 1.444
H -11.213 -4.039 -1.625
H -10.246 -5.277 -0.808
H -11.698 -4.699 -0.075
H -9.835 -1.090 -0.017
H -11.235 -1.706 -0.866
H -9.838 -2.504 -2.715
H -9.467 -0.827 -2.386
H -7.405 -2.196 -2.697
H -7.465 -1.395 -1.143
H -8.069 -5.655 -1.548
H -7.367 -4.705 -2.849
H -9.066 -4.555 -2.513
H -5.821 -2.985 -0.127
H -5.671 -3.796 -1.665
H -6.090 -4.732 -0.232
H -10.654 -4.043 2.023
H -11.801 -2.912 1.298
H -10.343 -2.299 2.046
C 2.749 -0.029 2.394
C 3.524 1.099 3.142
C 3.362 2.443 2.397
C 4.173 2.527 1.107
C 5.634 2.192 1.372
C 5.817 0.837 2.079
N 4.954 0.702 3.294
O 5.490 1.468 4.261
C 5.511 -0.296 1.070
C 7.314 0.631 2.405
C 2.787 1.222 4.496
H 2.379 0.297 1.416
H 3.351 -0.928 2.251
H 1.877 -0.377 2.952
H 3.683 3.264 3.053
H 2.307 2.629 2.179
H 3.752 1.851 0.355
H 4.093 3.534 0.691
H 6.179 2.196 0.422
H 6.075 2.995 1.974
H 5.542 -1.273 1.558
H 6.256 -0.312 0.271
H 4.547 -0.187 0.573
H 7.723 1.431 3.027
H 7.912 0.622 1.490
H 7.478 -0.320 2.917
H 2.873 0.300 5.077
H 1.725 1.415 4.331
H 3.160 2.048 5.105
C 6.039 2.781 -2.713
C 5.542 1.720 -3.738
C 6.134 0.333 -3.402
C 7.613 0.200 -3.750
C 7.858 0.589 -5.202
C 7.309 1.986 -5.544
N 5.885 2.164 -5.120
O 5.115 1.468 -5.976
C 8.209 3.053 -4.876
C 7.500 2.250 -7.055
C 4.016 1.652 -3.487
H 6.826 2.392 -2.058
H 6.411 3.689 -3.191
H 5.237 3.134 -2.056
H 5.584 -0.441 -3.955
H 5.985 0.106 -2.343
H 8.214 0.820 -3.076
H 7.936 -0.830 -3.582
H 8.933 0.548 -5.407
H 7.399 -0.166 -5.851
H 7.801 4.056 -5.021
H 9.208 3.046 -5.318
H 8.358 2.889 -3.809
H 7.012 1.498 -7.679
H 8.560 2.226 -7.322
H 7.112 3.233 -7.335
H 3.537 2.608 -3.718
H 3.814 1.422 -2.437
H 3.527 0.872 -4.074
*
```

Summary:
Electronic energy in a.u.: -3175.13116
<S²>: 3.7631
Frontier orbital gap (alpha / beta) in eV: 5.96 / 6.62

These are the Löwdin partial charges, in e, on atoms 1 to 2: -0.182 0.720

Number 1: molar mass 836.31 g mol⁻¹. Number 2: molar mass 716.94 g mol⁻¹. Number 3: molar mass 737.78 g mol⁻¹. Number 4: molar mass 726.78 g mol⁻¹.